[1]
Computed, not measured: C19H26N4O3 in the gas phase, with ωB97M-V/def2-TZVPD.

## Properties
E_HOMO = -7.84 eV
gap between HOMO and LUMO = 0.3103 Ha
DFT total energy = -32230.0551 eV
LUMO = 0.0224 hartree
SMILES string = CCN(CC)CCNC(=O)C(=O)Nc1cc2c3c(c1)CC(=O)N3CCC2
maximum force = 0.88 eV/A
energy above the lowest of the compared OMol25 structures with the same formula, charge and spin = 0.507 eV

```
! RIJCOSX wB97M-V def2-TZVPD def2/J DEFGRID3
* xyz 0 1
C -7.70379 -1.07668 1.93336
C -7.16136 0.10424 1.13643
N -6.02334 -0.25200 0.30242
C -4.87753 -0.77459 1.02807
C -4.15309 0.19756 1.96770
C -5.72130 0.80699 -0.64247
C -4.70754 0.39594 -1.71744
N -3.34877 0.70574 -1.34857
C -2.34426 -0.16569 -1.26948
O -2.39232 -1.36339 -1.50338
C -1.03832 0.50652 -0.82604
O -0.99370 1.70007 -0.57771
N -0.04948 -0.39953 -0.76986
C 1.29821 -0.25180 -0.43849
C 1.82283 0.98968 -0.07879
C 3.16494 1.12145 0.24492
C 3.93435 -0.02613 0.19146
C 3.43657 -1.27412 -0.17913
C 2.10387 -1.39695 -0.49578
C 4.58075 -2.23750 -0.14296
C 5.76523 -1.36498 0.28510
O 6.91421 -1.70501 0.44054
N 5.28497 -0.09945 0.46481
C 6.00155 1.08106 0.88027
C 5.34108 2.31206 0.25525
C 3.85540 2.39898 0.62666
H -7.79864 -1.94455 1.28652
H -7.05906 -1.32868 2.77086
H -8.68526 -0.82493 2.32787
H -6.93307 0.93943 1.82148
H -7.94913 0.44835 0.45899
H -5.22891 -1.63027 1.60653
H -4.17004 -1.16300 0.29515
H -3.34171 -0.32590 2.46703
H -3.72678 1.03615 1.42236
H -4.82889 0.58309 2.72775
H -6.66088 1.05215 -1.14620
H -5.36430 1.73062 -0.15039
H -4.76564 -0.67886 -1.89809
H -4.94346 0.92435 -2.64738
H -3.11100 1.66368 -1.11503
H -0.36162 -1.33567 -1.02734
H 1.17244 1.84844 -0.05916
H 1.67745 -2.34502 -0.78762
H 4.78570 -2.69470 -1.11216
H 4.43835 -3.04518 0.57684
H 7.04319 0.98086 0.56496
H 5.97902 1.15680 1.97485
H 5.86468 3.20705 0.59177
H 5.43272 2.24996 -0.83120
H 3.38855 3.24626 0.12265
H 3.75422 2.55869 1.70443
*
```

[2]
Computed, not measured: 2 unconnected molecules or ions with the total composition C33H51F4N2O5 in a non-equilibrium geometry, with ωB97M-V/def2-TZVPD.

## Properties
E_HOMO = -11.70 eV
gap between HOMO and LUMO = 0.3231 Ha
DFT total energy = -59125.4737 eV
LUMO = -0.1070 hartree
maximum force = 2.73 eV/A

```
! RIJCOSX wB97M-V def2-TZVPD def2/J DEFGRID3
* xyz 1 1
C 5.12974 4.82400 -0.15691
C 4.15686 4.10435 0.48659
C 3.19530 3.14359 -0.20886
C 2.82354 1.94369 0.69483
N 3.32337 0.54376 0.35375
C 4.53498 0.41701 -0.49933
C 5.74971 1.04795 0.20281
N 6.39907 0.42687 1.12186
C 2.17824 -0.50164 0.20295
C 2.28591 -1.35748 1.48672
C 1.28191 -2.49386 1.68094
O 0.94001 -3.29304 0.80772
C 2.29173 -1.34542 -1.07766
C 3.20690 -2.58010 -1.11212
O 2.50192 -3.67284 -1.67125
C 2.83592 -4.91698 -1.08180
C 1.86747 -5.99599 -1.57719
C 0.96800 0.49941 0.17813
C 0.94394 1.16557 -1.24352
C 0.01390 0.60701 -2.34018
C 0.65721 0.85553 -3.72399
F -1.20251 1.31467 -2.35378
C -0.41003 -0.08261 0.53960
F -0.50597 -0.36882 1.89925
F -1.42406 0.82386 0.22534
F -0.67368 -1.25130 -0.12858
C 1.33600 1.68766 1.12891
O 1.47847 1.28260 2.50506
C 0.42432 2.92770 1.15030
C -0.67651 2.96423 2.23843
C -1.70021 4.06060 1.84707
C -2.95598 3.56551 1.11021
C -3.85036 2.61265 1.92114
C -5.27122 2.49097 1.32147
C -5.35013 2.01785 -0.15281
C -6.01366 0.61670 -0.33056
H 5.66424 5.61327 0.37209
H 5.40877 4.60974 -1.18753
H 4.03596 4.23032 1.56941
H 3.56950 2.86912 -1.20031
H 2.28194 3.72872 -0.38233
H 3.37651 2.14642 1.61992
H 3.70221 0.26927 1.26253
H 4.79742 -0.63170 -0.66420
H 4.36010 0.85204 -1.49080
H 6.08592 2.04177 -0.10904
H 6.00984 -0.50631 1.29354
H 3.28380 -1.82298 1.55749
H 2.21008 -0.72473 2.37935
H 0.88525 -2.61346 2.70854
H 1.28000 -1.71328 -1.29221
H 2.55306 -0.72870 -1.94601
H 4.04500 -2.37520 -1.80214
H 3.65720 -2.88847 -0.16263
H 3.87345 -5.21418 -1.30888
H 2.76225 -4.87813 0.01645
H 2.24581 -6.99725 -1.35759
H 0.93106 -5.88719 -1.01125
H 1.62417 -5.86034 -2.63436
H 1.95332 1.18245 -1.67217
H 0.67280 2.22430 -1.17782
H -0.17921 -0.46654 -2.28287
H 0.72923 1.94377 -3.85467
H 1.63624 0.37738 -3.81002
H -0.02160 0.47701 -4.49075
H 1.78832 2.03288 3.01691
H 1.07964 3.78625 1.36824
H -0.06741 3.15338 0.20117
H -1.21378 2.02061 2.33898
H -0.24315 3.26827 3.19438
H -2.02448 4.58760 2.75116
H -1.20264 4.79120 1.19444
H -3.56914 4.44876 0.87439
H -2.68809 3.11773 0.14419
H -3.96498 2.99959 2.94393
H -3.44401 1.59338 2.00382
H -5.79315 3.45245 1.42819
H -5.85720 1.76927 1.90776
H -4.34337 1.95985 -0.58646
H -5.90782 2.72866 -0.77554
H -5.25981 -0.13409 -0.57839
H -6.49870 0.25915 0.58198
H -6.71531 0.65695 -1.17109
C -3.54435 -3.88926 -0.25886
C -3.59209 -5.11734 -0.76724
C -4.88570 -5.81277 -0.98387
O -4.92655 -6.93156 -1.44525
C -6.12278 -5.08337 -0.61208
C -6.07258 -3.85479 -0.10330
C -4.77829 -3.16135 0.11239
O -4.74420 -2.03715 0.57465
H -2.61438 -3.36962 -0.09332
H -2.70007 -5.66435 -1.04418
H -7.05578 -5.60641 -0.77818
H -6.96254 -3.30470 0.17484
*
```

[3]
Computed, not measured: a molecular structure, C3H2FO3Tl in a non-equilibrium geometry, with ωB97M-V/def2-TZVPD.

## Properties
E_HOMO = -8.15 eV
gap between HOMO and LUMO = 0.3061 Ha
DFT total energy = -16696.0634 eV
LUMO = 0.0065 hartree
maximum force = 2.45 eV/A

```
! RIJCOSX wB97M-V def2-TZVPD def2/J DEFGRID3
* xyz 0 1
O -0.49691 -1.07269 -1.40968
C -1.09020 -1.18449 -0.26132
C -1.37989 -0.13603 0.54789
H -1.26465 -2.18701 0.16816
H -1.82301 -0.11926 1.53842
F -1.28626 1.12640 -0.05665
Tl 0.06818 0.93755 -1.96849
O 2.66767 0.58782 1.57195
O 2.23923 1.14053 -0.63403
C 2.36584 0.90718 0.50376
*
```

[4]
Computed, not measured: 2 unconnected molecules or ions with the total composition C2H5NO in a non-equilibrium geometry, with ωB97M-V/def2-TZVPD.

## Properties
E_HOMO (spin up / spin down) = -10.08 / -7.89 eV
gap between HOMO and LUMO (spin up / spin down) = 0.3928 / 0.2819 Ha
DFT total energy = -5685.1609 eV
LUMO (spin up / spin down) = 0.0223 / -0.0082 hartree
maximum force = 4.04 eV/A
energy above the lowest of the compared OMol25 structures with the same formula, charge and spin = 8.069 eV

```
! RIJCOSX wB97M-V def2-TZVPD def2/J DEFGRID3
* xyz 0 1
C -0.83778 0.09458 0.19816
C 0.47386 0.36435 -0.34271
N -1.88903 -0.77854 -0.12944
O -1.98436 0.71039 0.09708
H 0.03450 -0.78779 2.42817
H 0.50632 0.73089 -1.30369
H 1.17706 -0.40414 -0.30986
H 0.83745 1.30103 0.23870
H -1.78091 -0.82924 -1.11798
*
```

[5]
Computed, not measured: a molecular structure, C23H9AlF5N3OS4 in a non-equilibrium geometry, with ωB97M-V/def2-TZVPD.

## Properties
E_HOMO = -8.85 eV
gap between HOMO and LUMO = 0.2984 Ha
DFT total energy = -94040.1218 eV
LUMO = -0.0268 hartree
maximum force = 2.93 eV/A
energy above the lowest of the compared OMol25 structures with the same formula, charge and spin = 0.940 eV

```
! RIJCOSX wB97M-V def2-TZVPD def2/J DEFGRID3
* xyz 0 1
Al -1.19668 0.94161 0.76313
F 5.13302 4.22341 0.69233
C 3.82862 3.95641 0.69843
C 3.36732 2.67011 0.42473
F 4.21992 1.68531 0.13773
C 2.00132 2.42771 0.42853
F 1.53552 1.20371 0.12303
C 1.05922 3.41541 0.70183
S -0.66858 3.10901 0.66803
C 1.54662 4.69851 0.96653
F 0.69792 5.69331 1.21183
C 2.90952 4.96781 0.97153
F 3.33822 6.19971 1.23873
N -2.98548 1.24021 0.91913
C -4.17108 1.14061 0.91823
C -5.49808 1.07691 0.90013
C -6.21048 1.33571 -0.28797
N -6.80328 1.52491 -1.25017
C -6.23868 0.70271 2.03843
N -6.86028 0.39711 2.95103
O -0.57028 -0.57819 0.92773
C -0.00098 -1.45799 -0.03417
C -0.31928 -0.85719 -1.37457
C 0.46742 -0.20389 -2.27237
C -0.25678 0.29771 -3.37777
C -1.58448 0.03791 -3.29737
S -1.99128 -0.81719 -1.86097
C 1.47022 -1.61289 0.24363
C 2.10932 -1.42739 1.43203
C 3.47852 -1.77569 1.37563
C 3.84792 -2.23909 0.15603
S 2.53322 -2.26729 -0.95257
C -0.58188 -2.84159 0.08823
C -0.75588 -3.74869 -0.91357
C -1.15888 -5.01399 -0.43657
C -1.27078 -5.04779 0.91473
S -0.88908 -3.53739 1.63893
H 1.52842 -0.09369 -2.15857
H 0.20022 0.83661 -4.18607
H -2.35578 0.28661 -3.99837
H 1.62432 -1.05219 2.31653
H 4.15352 -1.68869 2.20833
H 4.81642 -2.55889 -0.17207
H -0.59788 -3.52389 -1.95287
H -1.34798 -5.85789 -1.07287
H -1.55288 -5.86769 1.54353
*
```

[6]
Computed, not measured: a molecular structure, C38H48BrCdN4O3, with ωB97M-V/def2-TZVPD.

## Properties
E_HOMO = -2.64 eV
gap between HOMO and LUMO = 0.1836 Ha
DFT total energy = -126896.6314 eV
LUMO = 0.0867 hartree
maximum force = 0.53 eV/A

```
! RIJCOSX wB97M-V def2-TZVPD def2/J DEFGRID3
* xyz -1 1
Cd -0.29107 -0.24829 0.80415
C 2.61038 -3.15824 1.13994
C 2.85244 -1.87171 0.34723
C 3.68682 -2.13732 -0.90809
C 3.48093 -0.79190 1.20589
C 4.73910 -1.03472 1.73553
C 5.40320 -0.07954 2.48496
C 4.74889 1.10504 2.76973
C 3.46745 1.38668 2.30463
C 2.79144 2.59951 2.94442
C 1.44042 2.23213 3.56679
C 2.66850 3.86746 2.08737
C 2.82643 0.45393 1.43497
N 1.59168 0.70821 0.86056
C 1.45105 1.76011 -0.03556
C 0.25955 2.12021 -0.56640
N -0.93174 1.45977 -0.26497
C -2.10252 1.95906 -0.77389
C -2.37640 3.36162 -0.74576
C -3.47212 3.85829 -1.44408
C -4.37974 3.03771 -2.08651
C -4.21616 1.66568 -1.96367
C -3.11955 1.10921 -1.32681
C -3.05209 -0.40336 -1.24726
C -3.97903 -0.93973 -0.15143
C -3.34437 -1.08015 -2.58876
C -1.66558 4.37653 0.15280
C -1.22090 3.80764 1.50120
C -0.53457 5.18599 -0.51191
H 2.05512 -3.87685 0.53222
H 2.01573 -2.94139 2.02905
H 3.54754 -3.62192 1.45926
H 1.88936 -1.51494 0.00366
H 4.66229 -2.56177 -0.65651
H 3.84990 -1.20229 -1.44901
H 3.16293 -2.83533 -1.56763
H 5.22083 -1.98756 1.53819
H 6.40058 -0.26800 2.86408
H 5.24289 1.83533 3.40413
H 3.45341 2.86643 3.77478
H 0.73777 1.88458 2.81145
H 1.01064 3.10546 4.06472
H 1.56677 1.43873 4.30655
H 1.83274 3.79304 1.39734
H 3.58146 4.03888 1.51272
H 2.50323 4.73087 2.73847
H 2.35985 2.23567 -0.39867
H 0.23403 2.85664 -1.36349
H -3.64033 4.93219 -1.44726
H -5.21887 3.45081 -2.63322
H -4.96315 1.00807 -2.39646
H -2.04263 -0.69109 -0.98547
H -5.02441 -0.71541 -0.37766
H -3.73144 -0.48097 0.80816
H -3.86580 -2.02363 -0.05795
H -4.39675 -0.98750 -2.86619
H -3.09737 -2.14336 -2.53398
H -2.74260 -0.62154 -3.37566
H -2.44904 5.10472 0.38538
H -0.40982 3.09048 1.39410
H -2.05526 3.30323 1.99392
H -0.88001 4.62293 2.14603
H 0.42939 4.69259 -0.40008
H -0.46062 6.17613 -0.05283
H -0.73427 5.32095 -1.57675
Br -4.11066 -0.56902 4.21646
C -3.43617 -2.34212 4.14663
C -4.11455 -3.27095 4.92383
C -3.73982 -4.60314 4.90853
C -2.70012 -5.01501 4.08885
C -2.03949 -4.09026 3.30435
C -2.37028 -2.73491 3.32423
C -1.54767 -1.82436 2.44304
O -1.01862 -2.34739 1.42432
O -1.39418 -0.62080 2.75308
H -4.94556 -2.93545 5.52882
H -4.27058 -5.31283 5.53047
H -2.41385 -6.05862 4.05710
H -1.23271 -4.39434 2.65038
N 0.37958 -1.14288 -1.83776
C 0.64883 -1.14721 -2.96008
N 0.95229 -1.13608 -4.24727
C -0.01815 -1.52612 -5.25958
C 0.41022 -2.84860 -5.88127
O 1.73198 -2.75816 -6.38980
C 2.66706 -2.45555 -5.36451
C 2.33784 -1.12676 -4.69443
H -0.04510 -0.75714 -6.03729
H -1.00388 -1.61084 -4.80599
H -0.23106 -3.10370 -6.72428
H 0.35527 -3.64701 -5.12930
H 3.64299 -2.41106 -5.84644
H 2.66951 -3.25917 -4.61605
H 2.47171 -0.31691 -5.41791
H 2.98866 -0.95762 -3.83856
*
```